A cluster of 5 separate species, C20H39F3N2O8 in total in a non-equilibrium geometry. Source: the OMol25 dataset; level of theory: ωB97M-V with the def2-TZVPD basis set.

Highest occupied orbital energy (spin up / spin down)   0.637 / -7.303 eV
Frontier orbital gap (spin up / spin down)   0.06158 / 0.35301 hartree
2S+1   2
<S²>   0.750
M   492.532 g/mol
LUMO energy (spin up / spin down)   2.3 / 2.3 eV
DFT total energy   -48878.875 eV
Charge   -1

XYZ file:
```
72
Properties=species:S:1:pos:R:3:lowdin_charge:R:1
F 2.4709 2.1043 1.7508 0.1618
F 1.1182 0.6378 0.8487 0.2057
F 1.5822 0.5266 2.9102 0.1749
O -2.5592 -1.5009 4.6823 -0.1655
O 2.7342 3.0788 -2.9499 -0.1619
O 0.3747 3.2075 3.1030 0.1296
O 5.5448 3.4006 -2.7869 -0.1975
O -1.8001 -4.2603 5.2167 -0.1331
O -0.9393 2.0589 1.6358 -0.0127
O -0.1472 3.0492 -5.2522 -0.2280
O -0.0026 -6.4108 6.4810 -0.1732
N -1.3750 -1.5048 0.1399 0.1335
N 0.2216 -1.0588 -4.5412 0.1054
C -2.4782 -3.8801 3.9978 -0.1528
C -2.2692 -5.4593 5.7407 -0.2234
C 5.7761 2.6606 -3.9604 -0.1482
C 4.7645 2.7631 -1.7317 -0.1395
C -2.5122 -0.1608 4.1895 -0.1133
C -2.1592 2.7796 1.9808 -0.1632
C -1.3748 -6.1589 6.8370 -0.1452
C 1.3746 1.3527 1.8913 -0.6030
C 0.2470 -0.6507 -5.6049 -0.3348
C 0.2584 -0.1536 -7.0514 -0.2373
C 1.4847 2.6182 -3.5584 -0.1486
C -2.0700 -2.4045 3.7002 -0.1964
C -1.2505 0.3798 -1.6483 -0.0841
C 0.1894 -6.9968 5.2356 -0.1518
C 3.3565 2.1277 -2.1318 -0.2003
C 0.2226 2.3387 2.2514 -0.3487
C -3.2896 2.3469 0.9479 -0.0755
C -1.3112 -0.6902 -0.6651 -0.2965
C -0.6668 3.6209 -6.4277 -0.2482
C 1.0011 3.6208 -4.6695 -0.2070
H 0.5000 0.9035 -7.1625 0.0308
H -2.5401 -2.2805 2.7246 0.0970
H 6.6829 2.9736 -4.4781 0.0780
H -2.4054 -6.1419 4.9019 0.1075
H 5.9246 1.5977 -3.7699 0.0797
H -0.2317 0.3501 -2.0344 0.0556
H -3.0436 0.0592 3.2636 0.0742
H -1.9759 3.8502 1.8891 0.1188
H 3.4681 1.1562 -2.6134 0.1120
H -1.3728 2.9335 -6.8936 0.0544
H -0.6474 -0.4976 -7.5507 0.0333
H 0.6550 4.5169 -4.1544 0.1148
H -0.4876 -7.7952 4.9317 0.0858
H 4.5658 3.4346 -0.8964 0.1106
H 1.7827 3.7373 -5.4202 0.1092
H -1.7914 -7.1112 7.1647 0.1167
H -3.5481 -4.0797 4.0561 0.1197
H 5.4688 2.0509 -1.3018 0.1079
H 1.7027 1.6635 -4.0371 0.0999
H 1.1495 -7.4976 5.1110 0.0818
H -2.2375 -4.4746 3.1165 0.1199
H -1.4853 0.2044 4.1734 0.0850
H 2.6762 2.0077 -1.2887 0.1041
H -1.0123 -2.2106 3.5220 0.1277
H 0.2279 -6.2652 4.4286 0.0877
H -1.2391 4.5387 -6.2930 0.0618
H -1.9418 0.2110 -2.4739 0.0762
H -3.2467 -5.2503 6.1752 0.1226
H -1.3356 -5.4777 7.6870 0.1187
H -1.3817 1.3554 -1.1802 0.0551
H -4.2293 2.8791 1.0955 0.0673
H -3.0195 0.5098 4.8830 0.0830
H -3.4704 1.2788 1.0687 0.0616
H -2.5520 2.4652 2.9478 0.1054
H 1.1188 -0.6748 -7.4712 0.0336
H -2.9839 2.6177 -0.0627 0.0509
H 0.6855 2.3594 -2.8639 0.1002
H 0.1218 3.9171 -7.1195 0.0576
H 4.9328 2.8034 -4.6361 0.0725
```

=====

A cluster of 3 separate species, C20H39FN3O2S4 in total in a non-equilibrium geometry. Source: the OMol25 dataset; level of theory: ωB97M-V with the def2-TZVPD basis set.

Highest occupied orbital energy   -11.301 eV
Frontier orbital gap   0.28763 hartree
2S+1   1
M   500.817 g/mol
LUMO energy   -3.5 eV
DFT total energy   -75987.780 eV
Charge   +1

XYZ file:
```
69
Properties=species:S:1:pos:R:3:lowdin_charge:R:1
S 0.1273 0.7484 1.9575 0.7336
S -2.1964 -3.4579 -0.4636 0.9113
S -0.4936 2.6297 -0.2454 0.8799
S -2.8038 -0.1528 -4.1786 0.8325
F -6.0094 -2.5134 -2.0851 0.0662
O 5.9668 -0.1354 2.0130 -0.0625
O 3.1794 4.2024 3.5508 -0.0556
N 0.6304 0.0964 -0.5232 -0.1259
N 1.1728 -1.9568 -1.2508 0.0918
N -5.7393 -0.2854 -1.3458 0.1584
C 5.4164 -0.5501 0.7621 -0.4988
C -4.9622 0.5442 -2.3731 -0.2151
C 4.1422 -1.3350 1.0165 -0.0563
C -3.1189 -2.9090 1.0135 -0.5392
C -2.3148 2.4731 -0.2341 -0.4589
C -5.2489 -1.7006 -1.2856 -0.2475
C -4.3248 1.7734 -1.7002 -0.1132
C 1.5717 -0.9751 -2.1915 -0.1178
C 0.6479 -1.2507 -0.3145 -0.2629
C 6.4557 -1.3609 0.0049 -0.0571
C -3.7953 -1.5018 -1.7704 -0.3090
C 1.2359 0.2574 -1.7745 -0.0767
C -2.1734 -2.5438 2.1874 -0.1430
C 0.1247 1.0605 0.3618 -1.0255
C -2.7740 1.7719 -1.5341 -0.2776
C 4.9790 2.6439 3.9293 -0.0611
C 4.3628 3.6495 2.9719 -0.4867
C -2.9503 -2.7549 -1.9721 -0.4303
C 4.0258 3.0002 1.6384 -0.0605
C -4.1088 -0.5880 -3.0000 -0.5624
H -2.3705 2.3886 -2.3467 0.1048
H -2.2843 0.7982 -1.6225 0.0703
H -5.7273 0.7794 -3.1203 0.1599
H -4.5653 2.6450 -2.3198 0.1310
H 4.3507 -2.2264 1.6151 0.0864
H 3.5764 3.7307 0.9619 0.0782
H -4.8244 -1.1499 -3.6183 0.1114
H 2.0757 -1.2872 -3.0976 0.1053
H -2.8189 -2.1855 2.9996 0.0817
H 4.9151 2.5867 1.1599 0.0730
H -6.7566 -0.1560 -1.3772 0.2047
H 1.4014 1.1911 -2.2935 0.1164
H 7.3593 -0.7709 -0.1514 0.0819
H 0.3040 -1.8418 0.5265 0.0985
H -3.7607 -3.7347 1.3495 0.0730
H 5.0542 4.4776 2.8114 0.1404
H -3.7692 -2.0405 0.8606 0.0432
H -3.5180 -3.4918 -2.5583 0.0937
H -1.5733 -1.6808 1.8792 0.0180
H -3.3621 -0.9762 -0.9014 0.1314
H -1.5771 -3.4069 2.4874 0.0826
H 3.2966 2.1901 1.7625 0.0639
H -2.6811 1.9587 0.6636 0.0814
H -2.5231 -1.3223 -4.7997 -0.0968
H -5.5429 0.0315 -0.3871 0.1818
H -4.7762 1.9829 -0.7168 0.1195
H 5.8950 2.2189 3.5180 0.0732
H 6.0769 -1.6835 -0.9668 0.0801
H -2.6686 3.5113 -0.2226 0.0865
H 5.1731 0.3545 0.2013 0.1261
H 2.5596 3.4801 3.6979 0.0780
H 3.4204 -0.7364 1.5777 0.0669
H 6.1853 -0.9240 2.5210 0.0901
H -2.1129 -2.4571 -2.6195 0.0625
H -5.3730 -2.1847 -0.3117 0.1623
H 4.2795 1.8283 4.1349 0.0803
H 6.7459 -2.2466 0.5767 0.0831
H 3.6820 -1.6451 0.0759 0.0654
H 5.2095 3.1154 4.8859 0.0801
```

=====

A structure of composition C20H39MoO3P3 in a non-equilibrium geometry. Source: the OMol25 dataset; level of theory: ωB97M-V with the def2-TZVPD basis set.

Highest occupied orbital energy (spin up / spin down)   -19.967 / -19.964 eV
Frontier orbital gap (spin up / spin down)   0.18941 / 0.18323 hartree
2S+1   3
<S²>   2.028
M   516.391 g/mol
LUMO energy (spin up / spin down)   -14.8 / -15.0 eV
DFT total energy   -57192.619 eV
Charge   +4

XYZ file:
```
66
Properties=species:S:1:pos:R:3:lowdin_charge:R:1
Mo -0.5420 0.8285 -2.0401 1.2559
P -2.3468 -2.1145 0.3563 0.8949
P 3.3253 -1.4765 0.1360 1.0259
P -1.0911 3.2185 -1.0487 0.7912
O 1.3238 1.2030 0.6207 0.1271
O -2.3392 0.5561 0.7466 0.0677
O -0.0993 -0.4149 2.6068 -0.0453
C 4.1828 -2.9700 -0.4907 -0.2132
C 0.6313 1.0603 -0.3018 -0.1751
C 1.1442 0.3430 -3.2551 -0.1597
C 3.5964 -1.5679 1.9508 -0.2108
C -1.6081 0.2637 -3.7913 -0.1596
C 4.5912 -0.1977 -0.2599 -0.2103
C 0.4144 -0.8341 -3.0034 -0.1695
C 0.0707 -0.3257 3.8237 -0.4641
C -2.8056 3.4412 -1.5880 -0.2163
C 0.5723 -1.4898 4.6499 0.0054
C -1.0609 3.6620 0.6989 -0.2112
C -0.9523 -3.1173 -0.1412 -0.1505
C -1.9289 -0.2807 -0.0189 -0.2387
C -0.9723 -0.8636 -3.2528 -0.1935
C -0.1170 4.4983 -1.8835 -0.1973
C -0.2119 0.9598 4.5641 0.0118
C -3.7367 -2.4103 -0.7405 -0.1420
C -2.7783 -2.3312 2.0640 -0.1320
C 0.5017 1.4691 -3.7792 -0.1571
C -0.8806 1.4372 -4.0390 -0.1713
H 1.0466 2.3845 -3.9627 0.1542
H -0.1609 -3.0620 0.6268 0.0731
H 3.6493 -3.8592 -0.1323 0.0657
H -4.5050 -1.6320 -0.5966 0.0960
H -3.1364 -3.3579 2.2264 0.1071
H -4.1685 -3.3965 -0.5034 0.1046
H -1.5634 -1.7400 -3.0042 0.1253
H -1.2623 1.2344 4.4138 0.1029
H 2.1933 0.4072 -2.9999 0.1442
H 0.1063 -2.4199 4.3023 0.0879
H 0.9034 4.4919 -1.4791 0.0726
H -3.5707 -1.6276 2.3480 0.0988
H -1.5690 2.8835 1.2814 0.0467
H -0.5748 5.4800 -1.7132 0.0917
H 0.3478 -1.3466 5.7109 0.1003
H -1.2955 -4.1609 -0.2374 0.1031
H 2.8088 -2.1963 2.3833 0.0445
H 4.1215 -2.9528 -1.5894 0.0648
H -0.5359 -2.7809 -1.1086 0.0410
H -3.1038 4.4845 -1.4450 0.0853
H -2.6849 0.2535 -3.9639 0.1630
H -0.0261 3.7371 1.0506 0.0659
H -1.5679 4.6242 0.8387 0.0918
H -0.0603 4.2936 -2.9589 0.0496
H -1.9007 -2.1432 2.6916 0.0523
H 5.6088 -0.5825 -0.1317 0.0945
H 0.4215 1.7570 4.1507 0.0997
H -3.4474 2.7792 -0.9950 0.0589
H 4.4307 0.6704 0.3901 0.0614
H 5.2349 -3.0149 -0.1875 0.0950
H -0.0116 0.8473 5.6300 0.0947
H 1.6648 -1.5692 4.5346 0.0946
H -2.9024 3.1557 -2.6405 0.0466
H 4.4427 0.1147 -1.3007 0.0496
H -1.3889 2.3106 -4.4291 0.1567
H 3.4902 -0.5529 2.3622 0.0645
H 4.5822 -1.9743 2.2026 0.0977
H 0.9116 -1.6903 -2.5583 0.1263
H -3.4111 -2.3965 -1.7907 0.0652
```